A gas-phase ion, CH7N4OP (charge +2) at a distorted geometry, computed with ωB97M-V with the def2-TZVPD basis set.

XYZ file:
```
14
Properties=species:S:1:pos:R:3:mulliken_charge:R:1
P -0.58 1.83 0.12 0.916
H -1.57 3.93 0.47 0.302
H 0.70 0.14 -1.35 0.449
C -0.03 -0.63 0.58 -0.336
N -1.40 3.01 0.80 -0.269
H 1.19 -1.65 -2.32 0.354
H -0.74 -1.42 0.64 0.474
H 1.13 -2.76 -0.75 0.334
O 0.12 1.77 -1.18 -0.561
H -1.85 2.48 1.52 0.336
N -0.56 0.51 1.00 -0.259
H 0.70 -1.07 1.27 0.439
N 0.73 -0.75 -0.74 0.153
N 0.97 -1.91 -1.33 -0.330
```

Properties
**Charge**: +2
**Frontier orbital gap (spin up / spin down)**: 5.858 / 9.660 eV
**ΔE to the lowest compared entry with this formula, charge and spin**: 28.4 kcal per mole
**F_max**: 3.6 eV/Å
**E_HOMO (spin up / spin down)**: -19.16 / -20.57 eV
**Spin multiplicity**: 1
**LUMO level (spin up / spin down)**: -0.4888 / -0.4008 Eh